Record 1
A structure of composition C18H14BrMoN2O8S2. Source: OMol25; level of theory: wB97M-V/def2-TZVPD.

```
! wB97M-V def2-TZVPD RIJCOSX def2/J DEFGRID3
* xyz 3 1
Mo -0.3372 -0.0429 -0.1421
Br 1.7795 3.1754 -0.7099
C 2.5891 1.4941 -0.7677
C 3.9720 1.5163 -1.0019
C 4.7098 0.3585 -0.9312
C 4.0490 -0.8204 -0.5812
C 2.6908 -0.7562 -0.3873
N 1.9282 0.3564 -0.5164
C 1.9896 -1.9662 0.0539
O 2.2962 -3.0650 0.2590
O 0.5584 -1.5891 0.2125
H 4.4420 2.4656 -1.2186
H 5.7774 0.3707 -1.1088
H 4.5626 -1.7641 -0.4501
O -2.2830 1.5390 2.4563
S -1.1143 2.2985 2.2519
O -0.1491 2.6102 3.2204
O -0.1384 1.0786 1.1865
C -1.2422 3.5921 1.0473
C -1.0531 4.8402 1.6114
C -1.2008 5.9975 0.8366
C -1.5176 5.9010 -0.5007
C -1.6842 4.6428 -1.0858
C -1.5530 3.4886 -0.3313
S -1.7958 2.0063 -1.2243
O -0.3984 1.3336 -1.5403
O -2.5447 2.2061 -2.3941
O -2.2361 0.9942 -0.2171
H -0.8018 4.9361 2.6599
H -1.0662 6.9626 1.3071
H -1.6397 6.7894 -1.1058
H -1.9287 4.5709 -2.1379
N -1.8831 -1.4234 0.5386
C -2.4533 -1.5307 -0.7819
C -1.5221 -1.3867 -1.8406
C -1.9948 -1.1311 -3.1438
C -3.3514 -1.0701 -3.3673
C -4.2526 -1.2403 -2.3039
C -3.8137 -1.4217 -1.0022
H -2.5604 -1.0706 1.2197
H -1.4244 -2.2694 0.8854
H -0.4991 -1.7773 -1.7757
H -1.2893 -1.0555 -3.9604
H -3.7367 -0.9189 -4.3666
H -5.3165 -1.2074 -2.5035
H -4.5161 -1.4764 -0.1798
*
```

Values from the calculation:
Kohn-Sham gap in eV: 5.9
ΔE to the lowest compared entry with this formula, charge and spin in kcal/mol: 21.0
M in g mol⁻¹: 626.294
HOMO energy in eV: -19.0



Record 2
An isolated molecule of C18H14BrNO2S. Source: OMol25; level of theory: wB97M-V/def2-TZVPD.

```
! wB97M-V def2-TZVPD RIJCOSX def2/J DEFGRID3
* xyz 0 1
C 1.7797 1.5976 -2.9416
C 2.1747 2.1549 -1.5930
O 3.2927 1.9255 -1.1110
C 1.1834 2.8717 -0.7001
O -0.1099 2.9893 -1.3134
C -1.0818 2.9315 -0.3410
C -1.7617 4.0869 0.0422
C -2.6871 4.0636 1.0943
C -3.0526 2.8497 1.6907
C -2.3771 1.6934 1.2988
C -2.6612 0.4507 1.9434
C -1.9268 -0.6678 1.6140
C -0.9614 -0.5756 0.5970
C -0.0611 -1.6766 0.1864
C 0.0499 -2.9045 0.7924
C 0.9955 -3.8786 0.2718
C 1.0737 -5.1754 0.7291
C 2.1517 -5.9370 0.0653
C 2.8799 -5.1280 -0.7930
Br 4.4966 -5.5967 -1.6850
S 2.2350 -3.5283 -0.9544
N -0.7542 0.5962 -0.0547
C -1.3915 1.7344 0.2962
H 1.5925 2.4004 -3.6649
H 0.9061 0.9762 -2.8649
H 2.5615 0.9814 -3.3465
H 1.1387 2.3539 0.2894
H 1.5779 3.8931 -0.5307
H -1.4723 5.0568 -0.3778
H -3.2058 4.9681 1.3956
H -3.8783 2.8288 2.4270
H -3.4223 0.3989 2.6914
H -2.1605 -1.5884 2.1191
H 0.5795 -1.4683 -0.6925
H -0.5501 -3.1523 1.6510
H 0.4104 -5.5775 1.4966
H 2.4363 -6.9478 0.2724
*
```

Values from the calculation:
Kohn-Sham gap in eV: 7.4
M in g mol⁻¹: 388.286
SMILES string: CC(=O)COc1cccc2ccc(/C=C/c3ccc(Br)s3)nc12
HOMO energy in eV: -8.0



Record 3
A structure of composition C18H14Cl2N3O3SSe2Tc. Source: OMol25; level of theory: wB97M-V/def2-TZVPD.

```
! wB97M-V def2-TZVPD RIJCOSX def2/J DEFGRID3
* xyz 3 4
Tc -0.0527 0.0462 0.1595
Se -0.1744 0.8911 -3.0832
Se -1.1096 2.3214 -1.4669
C 0.5375 2.7570 -0.5574
C 1.1280 3.9930 -0.6086
C 2.3185 4.1855 0.0958
C 2.8669 3.1311 0.8149
C 2.2157 1.9158 0.8400
N 1.0638 1.7455 0.1609
C -1.2656 -0.6185 -2.5951
C -1.9582 -1.3394 -3.5390
C -2.6979 -2.4453 -3.1197
C -2.7382 -2.7713 -1.7709
C -2.0250 -1.9969 -0.8814
N -1.2858 -0.9442 -1.2925
H 0.6759 4.7865 -1.1891
H 2.8098 5.1502 0.0757
H 3.7891 3.2465 1.3677
H 2.5903 1.0774 1.4090
H -1.9375 -1.0408 -4.5787
H -3.2534 -3.0294 -3.8423
H -3.3209 -3.6071 -1.4101
H -2.0456 -2.2074 0.1823
Cl 3.9718 -1.3219 1.2830
C 2.8639 -2.3182 0.4510
Cl 1.7785 -1.2768 -0.7819
H 2.1303 -2.7708 1.1096
H 3.3373 -2.9923 -0.2555
O 2.1822 -0.0584 3.8630
S 1.0502 -0.8182 3.4818
O 1.1599 -2.1793 3.0675
N 0.3054 0.0031 2.1398
C -0.9736 0.2803 2.4023
O -1.6136 0.5945 1.3157
C -1.4121 0.0768 3.7480
C -2.6326 0.3751 4.3432
C -2.7805 0.0738 5.6900
C -1.7418 -0.5045 6.4144
C -0.5093 -0.8098 5.8220
C -0.3759 -0.5123 4.4912
H -3.4327 0.8344 3.7782
H -3.7154 0.2959 6.1859
H -1.8839 -0.7258 7.4642
H 0.2889 -1.2638 6.3942
*
```

Values from the calculation:
Kohn-Sham gap (alpha / beta) in eV: 6.6 / 6.0
ΔE to the lowest compared entry with this formula, charge and spin in kcal/mol: 0.0
M in g mol⁻¹: 679.221
<S²>: 3.780
HOMO energy (alpha / beta) in eV: -18.3 / -18.3



Record 4
A structure of composition C18H14Cl3N3O2PtSSi. Source: OMol25; level of theory: wB97M-V/def2-TZVPD.

```
! wB97M-V def2-TZVPD RIJCOSX def2/J DEFGRID3
* xyz 0 3
Pt -0.4755 -0.0433 0.7665
N -4.3896 -0.0232 -0.8842
C -4.2268 -1.3427 -1.2957
C -5.0499 -2.2106 -2.0074
C -4.5461 -3.4736 -2.2404
C -3.2726 -3.8621 -1.7815
C -2.4663 -2.9961 -1.0752
C -2.9655 -1.7178 -0.8353
N -2.3917 -0.6450 -0.1641
C -3.2600 0.3225 -0.2217
C -2.9460 1.6222 0.3776
C -3.5511 2.8208 0.2375
S -2.6898 4.0029 1.1073
C -1.5528 2.8375 1.5861
N -1.7975 1.6346 1.1522
H -5.1894 0.5632 -1.0424
H -6.0281 -1.9165 -2.3641
H -5.1458 -4.1842 -2.7938
H -2.9227 -4.8638 -1.9914
H -1.4849 -3.2804 -0.7188
H -4.4293 3.0691 -0.3363
H -0.6989 3.0908 2.1958
C 1.7721 1.7296 3.7256
C 1.8250 1.7811 2.2445
O 1.7167 0.5576 1.6483
C 1.9038 2.9209 1.4328
C 1.7446 4.2461 1.9195
C 1.6257 5.3190 1.0591
C 1.6814 5.1211 -0.3211
C 1.9136 3.8435 -0.8260
C 2.0616 2.7671 0.0254
O 2.4238 1.5809 -0.5249
H 1.0033 1.0198 4.0408
H 1.5646 2.6994 4.1741
H 2.7253 1.3689 4.1277
H 1.6943 4.4145 2.9874
H 1.4974 6.3165 1.4600
H 1.5878 5.9600 -0.9976
H 2.0262 3.6678 -1.8881
Cl 1.2628 -1.5530 0.1454
Si 2.7374 0.1429 0.2669
Cl 3.7042 -0.7083 -1.4193
Cl 4.4433 0.1018 1.4733
*
```

Values from the calculation:
Kohn-Sham gap (alpha / beta) in eV: 5.6 / 8.0
M in g mol⁻¹: 665.919
<S²>: 2.040
HOMO energy (alpha / beta) in eV: -6.0 / -8.5



Record 5
An isolated molecule of C18H14F2N2O2S. Source: OMol25; level of theory: wB97M-V/def2-TZVPD.

```
! wB97M-V def2-TZVPD RIJCOSX def2/J DEFGRID3
* xyz 0 1
C -2.0536 -2.3659 -0.4107
O -1.1511 -2.4185 0.6681
C 0.1276 -1.9948 0.4692
C 1.0135 -2.2197 1.5243
C 2.3345 -1.8445 1.4076
C 2.7893 -1.2204 0.2567
C 1.9082 -0.9534 -0.7805
C 2.3665 -0.2104 -2.0098
C 3.4375 0.8099 -1.7159
O 4.4990 0.8708 -2.2842
N 3.1663 1.7181 -0.7058
C 2.0509 1.8128 0.0737
N 0.8486 1.5643 -0.2889
C -0.0409 1.6708 0.7402
C -1.4481 1.3944 0.4877
C -2.3270 1.0533 1.5144
C -3.6553 0.7887 1.2433
C -4.1208 0.8624 -0.0583
F -5.4122 0.6010 -0.3192
C -3.2492 1.1950 -1.0895
F -3.6929 1.2545 -2.3572
C -1.9206 1.4565 -0.8225
C 0.5157 2.0504 1.9285
S 2.2129 2.2662 1.7782
C 0.5831 -1.3600 -0.6789
H -1.6929 -2.9539 -1.2605
H -2.2397 -1.3371 -0.7318
H -2.9811 -2.7992 -0.0400
H 0.6410 -2.6983 2.4157
H 3.0192 -2.0360 2.2201
H 3.8279 -0.9356 0.1711
H 2.7806 -0.9071 -2.7438
H 1.5164 0.3042 -2.4608
H 3.9616 2.2858 -0.4362
H -1.9671 0.9761 2.5273
H -4.3437 0.5184 2.0279
H -1.2497 1.7121 -1.6264
H 0.0335 2.2421 2.8643
H -0.0877 -1.1531 -1.4973
*
```

Values from the calculation:
Kohn-Sham gap in eV: 8.7
M in g mol⁻¹: 360.385
SMILES string: COc1cccc(CC(=O)Nc2nc(-c3ccc(F)c(F)c3)cs2)c1
HOMO energy in eV: -8.4



Record 6
A structure of composition C18H14GaN6O2S. Source: OMol25; level of theory: wB97M-V/def2-TZVPD.

```
! wB97M-V def2-TZVPD RIJCOSX def2/J DEFGRID3
* xyz 1 1
Ga 0.9297 0.3679 -0.2856
S -2.0141 0.9502 2.9630
C -3.0064 1.0185 1.5326
C -4.3913 1.0714 1.4329
C -4.9459 1.1241 0.1687
C -4.1383 1.1341 -0.9732
C -2.7621 1.0831 -0.8766
C -2.1893 1.0152 0.3935
N -0.8378 0.9628 0.6878
C -0.6020 0.9197 1.9754
C 0.7618 0.7962 2.4777
C 1.0950 0.9470 3.8207
C 2.4195 0.8239 4.2059
C 3.3985 0.5533 3.2598
C 3.0641 0.4055 1.9164
C 1.7450 0.5204 1.5193
H -5.0120 1.0763 2.3188
H -6.0211 1.1632 0.0586
H -4.5988 1.2016 -1.9496
H -2.1231 1.1170 -1.7488
H 0.3228 1.1723 4.5476
H 2.6908 0.9492 5.2453
H 4.4308 0.4573 3.5704
H 3.8371 0.2014 1.1855
O 0.3353 1.3424 -1.8986
N 0.8703 1.8366 -2.9494
C 2.1117 1.6498 -3.2955
C 2.6407 2.2330 -4.4815
N 3.1139 2.6991 -5.4172
C 2.8268 0.8238 -2.3818
N 2.7463 0.2067 -1.4077
C 1.9137 -3.1658 -1.7911
N 0.4735 -3.3450 -1.6520
C -0.3015 -2.4136 -1.1017
N -1.6192 -2.6294 -0.9837
O 0.1892 -1.3379 -0.6764
H 2.3359 -4.0628 -2.2319
H 2.3744 -2.9953 -0.8189
H 2.1347 -2.3167 -2.4355
H 0.0641 -4.2058 -1.9696
H -2.0637 -3.4595 -1.3323
H -2.1990 -1.8915 -0.6213
*
```

Values from the calculation:
Kohn-Sham gap in eV: 8.4
ΔE to the lowest compared entry with this formula, charge and spin in kcal/mol: 17.5
M in g mol⁻¹: 448.140
HOMO energy in eV: -11.7



What did the first record say?
A structure of composition C18H14BrMoN2O8S2. Source: OMol25; level of theory: wB97M-V/def2-TZVPD.

```
! wB97M-V def2-TZVPD RIJCOSX def2/J DEFGRID3
* xyz 3 1
Mo -0.3372 -0.0429 -0.1421
Br 1.7795 3.1754 -0.7099
C 2.5891 1.4941 -0.7677
C 3.9720 1.5163 -1.0019
C 4.7098 0.3585 -0.9312
C 4.0490 -0.8204 -0.5812
C 2.6908 -0.7562 -0.3873
N 1.9282 0.3564 -0.5164
C 1.9896 -1.9662 0.0539
O 2.2962 -3.0650 0.2590
O 0.5584 -1.5891 0.2125
H 4.4420 2.4656 -1.2186
H 5.7774 0.3707 -1.1088
H 4.5626 -1.7641 -0.4501
O -2.2830 1.5390 2.4563
S -1.1143 2.2985 2.2519
O -0.1491 2.6102 3.2204
O -0.1384 1.0786 1.1865
C -1.2422 3.5921 1.0473
C -1.0531 4.8402 1.6114
C -1.2008 5.9975 0.8366
C -1.5176 5.9010 -0.5007
C -1.6842 4.6428 -1.0858
C -1.5530 3.4886 -0.3313
S -1.7958 2.0063 -1.2243
O -0.3984 1.3336 -1.5403
O -2.5447 2.2061 -2.3941
O -2.2361 0.9942 -0.2171
H -0.8018 4.9361 2.6599
H -1.0662 6.9626 1.3071
H -1.6397 6.7894 -1.1058
H -1.9287 4.5709 -2.1379
N -1.8831 -1.4234 0.5386
C -2.4533 -1.5307 -0.7819
C -1.5221 -1.3867 -1.8406
C -1.9948 -1.1311 -3.1438
C -3.3514 -1.0701 -3.3673
C -4.2526 -1.2403 -2.3039
C -3.8137 -1.4217 -1.0022
H -2.5604 -1.0706 1.2197
H -1.4244 -2.2694 0.8854
H -0.4991 -1.7773 -1.7757
H -1.2893 -1.0555 -3.9604
H -3.7367 -0.9189 -4.3666
H -5.3165 -1.2074 -2.5035
H -4.5161 -1.4764 -0.1798
*
```

Values from the calculation:
Kohn-Sham gap in eV: 5.9
ΔE to the lowest compared entry with this formula, charge and spin in kcal/mol: 21.0
M in g mol⁻¹: 626.294
HOMO energy in eV: -19.0



- Which formula does entry 4 have?
  C18H14Cl3N3O2PtSSi



- What is the formula in the first record?
  C18H14BrMoN2O8S2